(1)
C56H102F2N16O10S2 | ωB97M-V with the def2-TZVPD basis set

```
188
Properties=species:S:1:pos:R:3
C -1.0074 -2.1222 -0.7483
C -0.0568 -2.2818 -1.7717
C 1.2018 -1.4060 -1.7761
O 2.1795 -1.5250 -2.6018
C 1.4137 -0.5006 -0.7926
C 0.4734 -0.2694 0.2632
C -0.8543 -1.1599 0.3434
O -1.6497 -1.0651 1.2910
O 0.6786 0.6056 1.0997
O -0.2524 -3.1835 -2.6227
H -1.9220 -2.6950 -0.8098
H 2.3416 0.0530 -0.7770
C 5.5613 1.3180 3.0568
C 6.2446 1.7304 1.7485
N 5.3239 2.5880 1.0219
C 4.3167 2.2000 0.1586
C 3.5478 3.2975 -0.0473
N 4.1933 4.3982 0.5448
C 5.1950 3.9086 1.2754
C 3.6480 5.7677 0.5627
H 5.2561 2.1420 3.6977
H 6.2611 0.7119 3.6333
H 4.6742 0.7322 2.8140
H 6.3807 0.8144 1.1751
H 7.2121 2.1874 1.9421
H 4.1657 1.1721 -0.1234
H 2.5914 3.4794 -0.5143
H 5.7438 4.4263 2.0469
H 2.6605 5.7485 0.0996
H 4.3004 6.3448 -0.0888
H 3.4448 6.1945 1.5421
C -0.1726 -6.4805 -1.1423
C -0.0632 -7.4600 -2.3219
N 1.0591 -7.2092 -3.2095
C 1.9235 -8.1215 -3.7605
C 2.8033 -7.4141 -4.5226
N 2.4872 -6.0873 -4.4119
C 1.3779 -5.9979 -3.6462
C 3.1908 -4.9913 -5.0630
H -0.8913 -5.6979 -1.3922
H 0.7037 -5.9745 -0.7344
H -0.5684 -7.0217 -0.2831
H -0.9895 -7.4098 -2.8923
H -0.0578 -8.4377 -1.8452
H 1.7865 -9.1519 -3.4763
H 3.6497 -7.7711 -5.0866
H 0.8854 -5.0563 -3.4377
H 2.7807 -4.0479 -4.7002
H 3.0476 -5.0327 -6.1403
H 4.2384 -5.0001 -4.7703
C -5.2545 -1.4674 7.7492
C -3.7503 -1.6541 7.9211
N -2.9010 -1.2427 6.8252
C -2.9078 -1.8597 5.6098
C -2.1893 -1.1274 4.7145
N -1.8806 0.0451 5.3650
C -2.2506 -0.0798 6.6567
C -1.1652 1.1664 4.7894
H -5.4363 -0.5226 7.2354
H -5.7215 -1.3661 8.7273
H -5.6909 -2.3405 7.2675
H -3.5302 -2.6961 8.1537
H -3.4743 -1.0759 8.8040
H -3.4361 -2.7786 5.4153
H -1.9528 -1.2830 3.6732
H -2.1023 0.6870 7.4012
H -1.7152 2.0827 4.9937
H -0.8610 1.0799 3.7460
H -0.1915 1.2431 5.2804
C -3.3527 1.3933 -8.0815
C -2.8605 -0.0271 -8.4467
N -2.1728 -0.7281 -7.3667
C -2.8100 -1.3710 -6.3518
C -1.8602 -1.8322 -5.5029
N -0.6365 -1.3775 -5.9681
C -0.8551 -0.7578 -7.1380
C 0.6553 -1.6388 -5.3594
H -3.6471 1.3675 -7.0286
H -4.2407 1.6042 -8.6706
H -2.5475 2.1190 -8.1770
H -2.2410 0.0861 -9.3346
H -3.7557 -0.5760 -8.7327
H -3.8768 -1.4677 -6.2374
H -2.0102 -2.2912 -4.5386
H -0.0846 -0.3059 -7.7416
H 0.9342 -0.8615 -4.6493
H 1.4123 -1.6874 -6.1425
H 0.7116 -2.5829 -4.8221
C -4.2150 -4.0161 0.4177
C -3.5537 -3.7876 1.7664
N -2.6888 -4.8926 2.1373
C -1.3525 -5.0406 1.8232
C -0.9822 -6.2494 2.3589
N -2.0537 -6.7543 3.0451
C -3.0937 -5.9148 2.9377
C -2.0850 -7.9400 3.9133
H -3.4955 -4.1617 -0.3899
H -4.7198 -3.0978 0.1009
H -4.9713 -4.7942 0.3246
H -4.2880 -3.6485 2.5613
H -2.9336 -2.8857 1.8103
H -0.8164 -4.2360 1.3447
H -0.0104 -6.7141 2.3585
H -4.0786 -6.0406 3.3575
H -2.1796 -8.8659 3.3508
H -3.0488 -7.8684 4.4237
H -1.3925 -7.9694 4.7505
C 2.0279 -1.0785 3.2070
C 1.1521 -0.0943 3.9550
N 1.9244 1.1305 4.1959
C 2.3319 2.0384 3.2810
C 2.8994 3.0778 3.9704
N 3.0209 2.7086 5.2830
C 2.3629 1.5393 5.4206
C 3.6384 3.4836 6.3839
H 1.4570 -1.8400 2.6705
H 2.7056 -1.6426 3.8500
H 2.6549 -0.6264 2.4376
H 0.7861 -0.5188 4.8877
H 0.2905 0.2065 3.3568
H 2.0293 1.9643 2.2465
H 3.2042 4.0712 3.6843
H 2.2357 1.0348 6.3646
H 3.8738 2.7508 7.1507
H 2.9815 4.2674 6.7554
H 4.5313 3.9684 5.9963
C -6.6377 -0.4749 1.2639
C -5.2330 -0.3340 1.7791
O -4.9130 -0.7627 2.8419
N -4.2291 0.3875 0.9161
H -3.5730 -0.2855 0.4963
H -4.6682 0.7806 0.0839
C -3.4432 1.4623 1.7038
H -7.1625 0.4827 1.2640
H -7.1672 -1.2493 1.8095
H -6.5796 -0.7807 0.2137
H -3.8817 2.3978 1.3657
H -2.4143 1.3480 1.3744
H -3.5538 1.3421 2.7758
C 2.8018 1.8550 -3.7294
C 4.1993 1.4950 -3.3417
O 4.9631 2.3092 -2.9502
N 4.5532 0.0282 -3.5996
H 3.9604 -0.6568 -3.1034
H 4.3695 -0.0681 -4.5986
C 5.9736 -0.3412 -3.2084
H 2.5526 2.8703 -3.4191
H 2.0945 1.2130 -3.1968
H 2.6393 1.9093 -4.8081
H 6.1543 -1.3775 -3.4859
H 6.1849 -0.1083 -2.1719
H 6.6080 0.2146 -3.8976
C 0.5419 7.7822 -1.9413
C -0.5703 6.7171 -1.8302
C -0.0525 5.2976 -2.0138
N -1.0897 4.2060 -2.1942
C -2.2462 4.3506 -1.2390
C -1.6008 4.2068 -3.6140
C -1.8317 2.7179 -3.9839
C -1.3399 1.8971 -2.7550
C -0.3583 2.8393 -2.1028
H 0.9672 7.8666 -2.9413
H 1.4015 7.6332 -1.2892
H 0.0390 8.7015 -1.6481
H -1.4074 6.9417 -2.4996
H -1.0864 6.7665 -0.8691
H 0.5338 5.0476 -1.1240
H 0.7363 5.1512 -2.7553
H -2.9691 3.5588 -1.4175
H -2.7396 5.2974 -1.4511
H -1.7720 4.4337 -0.2619
H -2.5327 4.7635 -3.6571
H -0.8568 4.5883 -4.3081
H -2.8900 2.4674 -4.0703
H -1.3395 2.3952 -4.8979
H -2.0990 1.5212 -2.0738
H -0.8074 1.0746 -3.2343
H -0.2179 2.6228 -1.0425
H 0.6119 2.8420 -2.5917
N -0.1705 5.1274 2.9562
S 0.7024 3.9091 2.2144
O 1.4564 3.0507 3.1188
O 1.3226 4.1168 0.9066
F -0.5444 2.9697 1.7855
S 0.8038 6.2922 2.5136
O 0.6666 6.8527 1.1970
O 2.1306 6.2457 3.0430
F 0.0525 7.4040 3.3594
```

* charge: +6
* gap between HOMO and LUMO: 5.19 eV
* F_max: 17.7 eV/A
* LUMO level: -11.319 eV

---

(2)
C56H112N12O8 | ωB97M-V with the def2-TZVPD basis set

```
188
Properties=species:S:1:pos:R:3
C 3.4655 4.2583 -2.5930
C 4.0468 2.9511 -2.0097
C 3.1833 1.7064 -2.2111
C 2.5136 1.4998 -3.5098
N 1.9974 1.3047 -4.5147
H 2.6800 4.7187 -1.9939
H 3.1210 4.0574 -3.6074
H 4.1531 5.0876 -2.7595
H 4.2592 3.1922 -0.9681
H 5.0119 2.8364 -2.5031
H 2.3332 1.6871 -1.5292
H 3.7757 0.8200 -1.9844
C -3.2927 -4.1905 -2.5246
C -3.1134 -3.6363 -1.1069
C -4.3583 -3.8094 -0.1829
C -5.5073 -2.9012 -0.4190
N -6.4072 -2.1649 -0.5099
H -3.2719 -5.2802 -2.5359
H -2.4684 -3.8268 -3.1381
H -4.1581 -3.7719 -3.0385
H -2.8658 -2.5762 -1.1607
H -2.2748 -4.1263 -0.6121
H -3.9665 -3.5788 0.8078
H -4.7372 -4.8314 -0.1939
C -4.4898 -0.4625 -3.6176
C -5.6533 -1.3700 -4.0729
C -6.8715 -0.5666 -4.5191
C -6.5998 0.3653 -5.5951
N -6.4254 1.0822 -6.4821
H -4.3039 0.3384 -4.3332
H -3.5675 -1.0412 -3.5663
H -4.6612 -0.0352 -2.6296
H -5.9732 -2.0590 -3.2911
H -5.2338 -1.9335 -4.9062
H -7.2583 0.0301 -3.6931
H -7.7535 -1.1603 -4.7593
C -2.9745 -0.5978 6.0131
C -3.6793 -0.4911 4.6510
C -4.9102 0.4519 4.5837
C -5.8041 0.4035 5.7288
N -6.5175 0.3671 6.6449
H -2.1271 -1.2831 5.9941
H -3.6419 -0.8573 6.8349
H -2.5520 0.3434 6.3651
H -3.9334 -1.4737 4.2535
H -2.9098 -0.2129 3.9309
H -5.4518 0.2130 3.6684
H -4.5332 1.4737 4.5392
C 6.4393 -0.3085 -3.0705
C 6.8988 -1.4140 -2.0966
C 7.6796 -0.8367 -0.8037
C 6.9613 0.1651 -0.0534
N 6.4316 0.9884 0.6066
H 5.9432 0.5740 -2.6664
H 5.8256 -0.7894 -3.8322
H 7.3009 0.0691 -3.6210
H 7.4942 -2.1773 -2.5976
H 6.0068 -1.9407 -1.7574
H 8.5745 -0.2938 -1.1078
H 7.9309 -1.6343 -0.1045
C 1.1061 1.4728 5.1278
C 0.3077 0.6648 4.0988
C 0.4245 -0.8501 4.3837
C -0.4835 -1.6536 3.5518
N -1.2480 -2.2700 2.8845
H 1.8670 0.8697 5.6231
H 0.3807 1.7952 5.8748
H 1.4693 2.4268 4.7458
H 0.7208 0.7804 3.0967
H -0.7660 0.8514 4.0785
H 0.2414 -1.1402 5.4183
H 1.4344 -1.1575 4.1125
C 2.2447 -2.3664 -1.8075
O 1.5862 -1.1263 -1.8283
C 0.1740 -1.2784 -1.8793
C -0.4466 0.1002 -1.9223
N -0.4564 0.8171 -0.5996
C -1.2818 0.1593 0.4152
C -2.8350 0.1006 0.1798
O -3.3523 1.4617 0.3011
C -4.7035 1.7340 0.4232
H 2.1178 -2.9947 -2.6891
H 1.9065 -2.8946 -0.9160
H 3.3208 -2.2383 -1.6912
H -0.1577 -1.9464 -1.0844
H -0.1441 -1.8727 -2.7359
H -1.4910 -0.0361 -2.2029
H 0.0617 0.7802 -2.6059
H 0.5052 0.8681 -0.2947
H -1.0870 0.7437 1.3144
H -0.8503 -0.8232 0.6065
H -3.3688 -0.4703 0.9396
H -3.0809 -0.3192 -0.7955
H -5.2215 1.3787 -0.4676
H -4.7913 2.8100 0.5737
H -5.0852 1.1938 1.2896
C -3.3038 6.8654 6.0639
O -3.9511 7.4332 4.9290
C -3.3037 8.6515 4.5875
C -4.1126 9.2823 3.4177
N -4.0716 8.4530 2.1988
C -5.0479 8.9613 1.1791
C -5.0647 7.9022 -0.0400
O -5.7513 6.7712 0.4788
C -5.7448 5.7824 -0.5273
H -3.7451 5.8902 6.2694
H -3.4915 7.5243 6.9117
H -2.2348 6.6625 5.9976
H -2.2738 8.4293 4.3079
H -3.1012 9.3748 5.3774
H -3.7183 10.2596 3.1391
H -5.1512 9.4488 3.7036
H -4.3392 7.5017 2.4071
H -4.6751 9.8919 0.7512
H -6.0533 9.0772 1.5839
H -4.0555 7.6447 -0.3613
H -5.5397 8.4304 -0.8668
H -6.1492 6.1508 -1.4701
H -6.3677 4.9435 -0.2170
H -4.7519 5.3552 -0.6681
C 7.9428 -3.2050 2.8510
O 6.8826 -2.6221 2.1660
C 5.5899 -3.0349 2.6043
C 4.4348 -2.3392 1.8807
N 4.4681 -0.8721 1.9747
C 3.2883 -0.2194 1.3802
C 3.1876 1.3418 1.6250
O 1.9224 1.7726 1.0791
C 1.5975 3.1738 1.1515
H 8.8603 -2.8059 2.4185
H 7.9977 -4.2902 2.7659
H 7.8897 -2.8424 3.8776
H 5.5732 -2.7144 3.6460
H 5.4649 -4.1158 2.5399
H 3.4699 -2.6415 2.2875
H 4.3767 -2.5989 0.8237
H 5.3661 -0.5416 1.6515
H 2.4027 -0.7434 1.7395
H 3.4958 -0.3650 0.3201
H 3.9441 1.9028 1.0762
H 3.1079 1.5277 2.6960
H 1.7030 3.5945 2.1515
H 0.5840 3.3915 0.8146
H 2.2158 3.7675 0.4782
C 1.9194 -3.8031 -6.3065
O 1.3564 -4.0118 -5.0665
C 1.4286 -5.3291 -4.6669
C 0.5897 -5.5182 -3.3611
N 0.3869 -6.9306 -2.9922
C -0.3245 -7.0600 -1.7501
C 0.3246 -6.4810 -0.4491
O 0.1830 -5.0425 -0.3895
C 0.6680 -4.5610 0.8469
H 1.6463 -4.4789 -7.1170
H 3.0010 -3.8846 -6.1993
H 1.6973 -2.7619 -6.5406
H 2.4532 -5.6396 -4.4619
H 1.0068 -5.9820 -5.4310
H -0.3088 -4.9072 -3.4472
H 1.1686 -5.1294 -2.5234
H -0.1372 -7.4099 -3.7103
H -0.3907 -8.1393 -1.6135
H -1.3763 -6.7885 -1.8411
H 1.3858 -6.7295 -0.4638
H -0.1589 -6.8470 0.4566
H 0.4926 -5.1980 1.7139
H 0.2821 -3.5610 1.0451
H 1.7324 -4.3465 0.7515
N 6.6163 -5.6227 -0.4813
C 5.8394 -6.2377 0.4785
C 4.5449 -5.9140 0.2279
C 4.5809 -5.1683 -0.9593
C 5.8931 -4.9277 -1.3665
H 7.6085 -5.7439 -0.6261
H 6.3078 -6.7621 1.2983
H 3.7054 -6.2512 0.8178
H 3.7546 -4.7500 -1.5149
H 6.2149 -4.4120 -2.2592
N -1.2891 3.5047 -1.4733
C -2.0411 4.5590 -0.9657
C -1.8090 5.6478 -1.7905
C -0.7210 5.3947 -2.6695
C -0.4944 4.0549 -2.4700
H -1.2794 2.5476 -1.1509
H -2.6643 4.3807 -0.1019
H -2.2882 6.6112 -1.6983
H -0.2149 6.1285 -3.2794
H 0.1446 3.3709 -3.0088
```

* charge: -1
* gap between HOMO and LUMO (spin up / spin down): 1.13 / 7.40 eV
* F_max: 4.2 eV/A
* ⟨S²⟩: 0.750
* spin multiplicity: 2
* LUMO level (spin up / spin down): 1.483 / 1.422 eV

---

Among the records above, which one has the lowest F_max?
C56H112N12O8